# 1
Entry from OMol25: one molecule with the formula C6H7N at a distorted geometry (ωB97M-V/def2-TZVPD).

Each line ends with the natural charge from an NBO analysis.
Geometry (Å):
C (0.90, -1.57, -0.18)  -0.49
H (1.12, -2.34, -0.90)  0.24
H (1.12, -1.77, 0.86)  0.24
C (0.87, -0.10, -0.52)  -0.27
C (-3.19, 1.16, -0.04)  -0.30
N (-1.97, -1.02, 0.07)  -0.41
H (1.25, 2.00, 0.28)  0.23
C (1.59, 0.94, 0.45)  -0.62
H (0.96, 0.09, -1.51)  0.22
H (2.81, 1.02, 0.38)  0.22
H (1.49, 0.57, 1.52)  0.22
H (-3.97, 1.84, -0.20)  0.23
C (-0.38, -0.91, -0.19)  0.35
C (-2.60, 0.09, -0.01)  0.13

Molecular weight in g/mol: 93.13
Maximum force in hartree/bohr: 0.1752
Charge: 0
Orbital gap (spin up / spin down) in eV: 8.4333 / 7.5313
SMILES: C#C/N=C1/C[C@@H]1C
ΔE to the lowest compared entry with this formula, charge and spin in kcal/mol: 165.7
LUMO level (spin up / spin down) in eV: -0.280 / -0.825

# 2
Entry from OMol25: one molecule with the formula C2 (ωB97M-V/def2-TZVPD).

Each line ends with the natural charge from an NBO analysis.
Geometry (Å):
C (-0.57, -0.12, 0.21)  0.00
C (0.57, 0.12, -0.21)  0.00

Molecular weight in g/mol: 24.02
Maximum force in hartree/bohr: 0.0144
Charge: 0
Orbital gap in eV: 6.9216
ΔE to the lowest compared entry with this formula, charge and spin in kcal/mol: 0.1
LUMO level in eV: -4.728